(1)
The following is a DFT calculation (ωB97M-V/def2-TZVPD) of a 5-piece molecular cluster, C58H39ClO9P overall in a non-equilibrium geometry.

Values from the calculation:
Total charge: -1
LUMO energy, hartree: 0.012
HOMO level, Ha: -0.150
Gap between HOMO and LUMO, eV: 4.41
Electronic energy, Ha: -3712.3590
Molecular weight, Da: 946.37

Each line ends with the Löwdin charge.
Geometry (Å):
O -3.13552 -3.03262 4.77666  -0.03
C -3.56460 -2.02248 4.26335  -0.85
Cl -3.40865 -0.47677 5.29613  0.51
C -4.18478 -1.71994 3.03037  -0.39
P -2.86729 -1.07355 1.54155  0.28
H -4.94343 -0.96052 3.15060  0.05
H -4.59679 -2.64020 2.63678  0.06
H -2.24009 -0.15416 2.48547  -0.08
H -3.83482 -0.02409 1.14864  -0.07
H -3.54712 -2.03169 0.63479  -0.08
H -1.95476 -2.16590 1.99703  -0.07
H -1.94885 -0.67972 0.47472  -0.10
C -2.87851 -4.03399 -4.97750  -0.06
C -2.40609 -3.71705 -3.70734  -0.05
C -2.90890 -2.62175 -3.02806  0.01
C -3.88427 -1.83706 -3.62847  -0.09
C -4.35647 -2.14693 -4.90498  -0.10
C -3.85208 -3.25400 -5.57607  -0.02
C -5.38220 -1.29457 -5.57877  -0.28
O -5.79608 -1.56431 -6.68645  0.10
C -5.87348 -0.09168 -4.83884  -0.08
C -6.79951 0.74288 -5.45171  -0.01
C -7.26964 1.85694 -4.78151  -0.07
C -6.82145 2.14360 -3.49573  -0.06
C -5.89740 1.31983 -2.87943  0.00
C -5.42082 0.20298 -3.55114  -0.08
C -4.40365 -0.65759 -2.87314  -0.29
O -3.97757 -0.40977 -1.77382  0.10
H -2.48476 -4.89517 -5.50018  0.10
H -1.64494 -4.32931 -3.24393  0.11
H -2.56822 -2.35704 -2.03477  0.12
H -4.22971 -3.48179 -6.56238  0.12
H -7.13696 0.50136 -6.44903  0.12
H -7.98923 2.50733 -5.25992  0.10
H -7.19544 3.01392 -2.97419  0.11
H -5.53181 1.51768 -1.88124  0.13
C 2.70615 2.53334 -1.71094  -0.06
C 4.01523 2.14006 -1.97260  -0.07
C 4.54023 1.01413 -1.36495  -0.01
C 3.75886 0.27231 -0.48768  -0.08
C 2.44772 0.67049 -0.22509  -0.08
C 1.92446 1.79916 -0.83836  0.00
C 1.58671 -0.08472 0.73561  -0.28
O 0.46040 0.25942 0.99186  0.10
C 2.17124 -1.30374 1.36863  -0.08
C 1.36091 -2.05120 2.21258  0.01
C 1.86694 -3.19556 2.80249  -0.05
C 3.17846 -3.58989 2.55771  -0.06
C 3.98101 -2.85582 1.70332  -0.01
C 3.47802 -1.71298 1.09506  -0.09
C 4.34450 -0.94856 0.15087  -0.28
O 5.47284 -1.30927 -0.11195  0.09
H 2.30005 3.41364 -2.18891  0.10
H 4.62615 2.71929 -2.65251  0.10
H 5.55334 0.69128 -1.55630  0.12
H 0.90497 2.08028 -0.61355  0.12
H 0.33681 -1.73506 2.36880  0.10
H 1.23722 -3.77922 3.45996  0.11
H 3.57093 -4.47928 3.03136  0.10
H 4.99651 -3.15542 1.48928  0.11
C 5.76498 -0.38042 11.25269  -0.07
C 4.91036 -0.83061 12.25307  -0.07
C 3.56196 -0.99229 11.99312  -0.01
C 3.05868 -0.70063 10.73239  -0.08
C 3.91425 -0.24165 9.73190  -0.08
C 5.26832 -0.08668 9.99610  -0.01
C 3.40091 0.10242 8.36682  -0.28
O 4.16202 0.48308 7.50339  0.10
C 1.94033 -0.04577 8.13019  -0.09
C 1.42680 0.30209 6.88814  0.00
C 0.07543 0.14911 6.62905  -0.04
C -0.77367 -0.34326 7.61178  -0.05
C -0.26998 -0.67949 8.85764  0.00
C 1.08474 -0.53592 9.12510  -0.09
C 1.59569 -0.89918 10.47444  -0.28
O 0.87429 -1.33738 11.34473  0.10
H 6.82020 -0.25871 11.45652  0.10
H 5.29988 -1.05594 13.23663  0.10
H 2.87980 -1.34633 12.75215  0.12
H 5.91173 0.26663 9.20352  0.12
H 2.10060 0.68221 6.13497  0.12
H -0.33259 0.41155 5.66122  0.10
H -1.82495 -0.45030 7.39001  0.05
H -0.91526 -1.06104 9.63527  0.12
C 3.54038 5.13119 -8.09530  -0.06
C 3.60485 4.22112 -9.14445  -0.06
C 2.81702 3.08475 -9.12816  -0.01
C 1.96330 2.84910 -8.05923  -0.08
C 1.90412 3.75841 -7.00315  -0.08
C 2.69240 4.90091 -7.02762  -0.01
C 1.01107 3.52562 -5.82631  -0.28
O 0.95545 4.33211 -4.92354  0.10
C 0.20309 2.27281 -5.81537  -0.08
C -0.60573 2.00445 -4.71814  0.01
C -1.37126 0.85172 -4.68961  -0.03
C -1.34024 -0.03290 -5.76106  -0.03
C -0.53431 0.22672 -6.85489  0.00
C 0.24357 1.37473 -6.88707  -0.08
C 1.11301 1.61829 -8.07300  -0.28
O 1.13674 0.85805 -9.01583  0.10
H 4.15478 6.02088 -8.11218  0.10
H 4.27243 4.40098 -9.97595  0.10
H 2.84730 2.36657 -9.93435  0.12
H 2.62717 5.59278 -6.20054  0.12
H -0.62222 2.70465 -3.89582  0.12
H -1.99282 0.64261 -3.82853  0.11
H -1.94430 -0.93095 -5.73839  0.10
H -0.49409 -0.45159 -7.69453  0.12

***

(2)
The following is a DFT calculation (ωB97M-V/def2-TZVPD) of a 5-piece molecular cluster, C14H33N2O8 overall in a non-equilibrium geometry.

Values from the calculation:
Total charge: -1
LUMO energy, hartree: 0.097
HOMO level, Ha: -0.194
Gap between HOMO and LUMO, eV: 7.93
Electronic energy, Ha: -1264.7386
Molecular weight, Da: 357.42
Energy relative to the best compared isomer or geometry (same formula, charge and spin), kcal/mol: 0.0

Each line ends with the Löwdin charge.
Geometry (Å):
C -1.56565 0.17180 -3.22124  -0.04
C -0.25752 0.61735 -2.60595  -0.32
C 0.83807 0.35119 -3.56318  -0.21
O 2.03724 1.02722 -3.22568  -0.17
C 3.06977 0.75232 -4.08214  -0.15
N -0.26102 2.07322 -2.00057  0.22
H -1.11609 2.17170 -1.33621  0.12
H 0.58299 2.24575 -1.35715  0.11
H -0.21142 2.75245 -2.76605  0.15
H -2.39468 0.56977 -2.69506  0.06
H -1.59124 -0.92232 -3.28776  0.10
H -1.65855 0.58690 -4.21781  0.07
H -0.03434 -0.01657 -1.74576  0.13
H 0.58769 0.69530 -4.61442  0.14
H 0.89969 -0.73103 -3.47936  0.14
H 3.98620 1.24608 -3.77820  0.08
H 2.85733 1.16785 -5.12604  0.10
H 3.31479 -0.32209 -4.18216  0.10
C -0.50432 0.99524 3.09799  -0.04
C -0.08506 -0.38916 2.79237  -0.33
C -1.20460 -1.43866 2.92462  -0.22
O -0.77129 -2.66283 3.44634  -0.19
C -1.83485 -3.67719 3.42347  -0.05
N 0.72075 -0.40336 1.51144  0.19
H 0.10663 -0.12211 0.74752  0.10
H 1.46118 0.28187 1.64859  0.08
H 1.27040 -1.38837 1.16544  0.15
H -0.94537 0.92528 4.13093  0.10
H -1.29198 1.27596 2.40780  0.06
H 0.38134 1.65763 3.11218  0.10
H 0.65270 -0.66585 3.54135  0.15
H -1.66447 -1.62540 1.98603  0.09
H -1.97345 -1.02978 3.59488  0.12
H -1.37871 -4.60633 3.80082  0.09
H -2.12762 -3.77615 2.37685  0.07
H -2.66338 -3.28383 3.99744  0.07
C -0.40057 -3.26630 -0.20700  -0.02
C 1.17890 -3.59695 -0.07624  -0.72
O 1.52984 -4.69199 -0.51937  -0.04
O 1.81737 -2.64562 0.43321  -0.08
H -0.65125 -3.01986 -1.24732  0.05
H -0.64691 -2.40380 0.41543  0.02
H -0.97030 -4.18208 0.08122  0.07
C -3.85693 1.17637 1.28782  -0.02
C -2.74132 1.32200 0.18114  -0.73
O -1.93178 0.37537 -0.02500  -0.08
O -2.73962 2.36146 -0.49781  -0.07
H -4.73625 0.75372 0.76891  0.07
H -4.13526 2.18054 1.64273  0.07
H -3.50079 0.59676 2.12869  0.04
C 4.06995 3.30319 0.32729  -0.03
C 2.80793 2.51210 0.66140  -0.72
O 1.71547 2.73165 0.02281  -0.12
O 2.89568 1.56677 1.46989  -0.07
H 3.86678 4.38416 0.12045  0.08
H 4.44261 2.83244 -0.57144  0.06
H 4.75527 3.20622 1.18185  0.07

***

(3)
The following is a DFT calculation (ωB97M-V/def2-TZVPD) of a 3-piece molecular cluster, C24H29F16NO6P overall in a non-equilibrium geometry.

Values from the calculation:
Total charge: -1
LUMO energy, hartree: 0.076
HOMO level, Ha: -0.156
Gap between HOMO and LUMO, eV: 6.31
Electronic energy, Ha: -3376.8838
Molecular weight, Da: 762.44

Each line ends with the Löwdin charge.
Geometry (Å):
C 0.38411 0.66734 1.31775  -0.30
P 0.76404 -0.92717 2.32868  0.91
O 0.14753 -0.72505 3.98078  -0.40
C -0.18450 -2.41847 1.50829  -0.43
C 0.93778 -3.30741 0.71223  -0.22
O 0.50793 -3.39599 -0.69193  -0.22
C 1.08509 -4.55781 -1.38498  -0.14
C -0.14421 -5.16682 -2.34194  -0.42
O -0.79576 -6.28528 -2.01357  -0.18
O -0.49122 -4.35289 -3.55302  -0.32
N -0.88470 -3.12427 2.64515  -0.12
C -1.38717 -4.49997 2.27871  -0.23
C -2.50059 -4.52999 1.06258  -0.16
C -4.03952 -4.62470 1.61656  -0.19
C -5.04617 -3.43981 1.10653  -0.12
C -6.66322 -3.60552 1.49643  -0.05
C -7.82784 -2.54484 1.04176  -0.10
C -7.37548 -1.24265 0.14580  -0.10
C -5.77409 -1.01014 -0.23611  -0.07
C -4.64718 -2.10091 0.25210  -0.02
H -0.71779 1.05871 1.50253  0.07
H 0.50624 0.39948 0.17061  0.04
H 1.21250 1.46766 1.59614  0.03
H 0.75268 -1.30287 4.53999  0.04
H -0.89263 -1.93240 0.70908  0.12
H 1.94091 -2.66008 0.70767  0.10
H 1.21988 -4.32606 1.21326  0.12
H 1.47688 -5.40679 -0.68133  0.12
H 1.93480 -4.25145 -2.15173  0.12
H -0.22957 -3.25213 3.44810  0.09
H -1.94736 -4.92046 3.24542  0.12
H -0.55993 -5.28699 2.02400  0.11
H -2.29842 -5.54961 0.47476  0.12
H -2.32763 -3.68053 0.24634  0.11
H -4.07009 -4.71175 2.79849  0.11
H -4.50676 -5.65112 1.22375  0.12
H -7.00370 -4.55489 2.13511  0.09
H -8.97373 -2.67725 1.32448  0.08
H -8.13086 -0.44021 -0.26158  0.07
H -5.46329 -0.07033 -0.87115  0.08
H -3.53277 -1.88808 -0.03267  0.07
C 0.87348 2.47075 -3.76759  -0.05
C 0.46585 1.74798 -2.47605  -0.42
C -1.02815 1.46048 -2.33916  -0.28
F -1.78205 2.57902 -2.37328  0.08
F -1.29287 0.86278 -1.14499  0.07
F 0.93941 2.44299 -1.40771  0.09
F 1.12807 0.54736 -2.45758  0.11
O 1.01844 3.89277 -3.68483  0.03
C -0.19373 4.63767 -3.78783  -0.48
C -0.57756 5.34609 -2.48144  -0.27
F -0.66181 4.48081 -1.44016  0.09
F -1.79385 5.94344 -2.58836  0.09
F -1.17069 3.82490 -4.25847  0.12
F 0.02015 5.56292 -4.76276  0.13
H 1.88070 2.11278 -4.01794  0.15
H 0.26055 2.17292 -4.62716  0.15
H -1.37193 0.78528 -3.12790  0.18
H 0.15889 6.11156 -2.22246  0.17
C 4.26233 2.70614 2.07317  -0.05
C 3.37099 3.77511 1.42551  -0.43
C 3.27279 3.70026 -0.09704  -0.29
F 4.47100 3.82056 -0.70572  0.09
F 2.50169 4.71429 -0.57715  0.09
F 3.77782 5.00493 1.83868  0.12
F 2.10870 3.61361 1.93629  0.09
O 5.60861 3.09219 2.37067  0.03
C 6.52032 3.02317 1.27575  -0.48
C 7.01388 4.40182 0.81582  -0.27
F 5.98672 5.23027 0.50165  0.09
F 7.78350 4.29837 -0.29980  0.09
F 5.95530 2.30093 0.27790  0.12
F 7.57518 2.28456 1.71626  0.13
H 3.82226 2.48979 3.05543  0.15
H 4.22121 1.74695 1.54258  0.15
H 2.81410 2.75972 -0.41514  0.16
H 7.60650 4.88424 1.59777  0.17